{"formula": "C34H63AsNO7PSi4Y", "method": "the ωB97M-V functional and the def2-TZVPD basis", "total_charge": -1, "largest_force_ev_per_a": 0.934, "e_above_lowest_ev": 0.377, "total_energy_ev": -154795.062, "symbols": ["Y", "O", "C", "C", "N", "C", "C", "O", "O", "C", "C", "O", "O", "H", "H", "H", "H", "H", "H", "H", "H", "H", "C", "C", "O", "C", "C", "C", "C", "C", "C", "O", "H", "H", "H", "H", "H", "H", "H", "C", "Si", "C", "C", "Si", "Si", "C", "C", "C", "Si", "C", "C", "C", "H", "H", "H", "H", "H", "H", "H", "H", "H", "H", "H", "H", "H", "H", "H", "H", "H", "H", "H", "H", "H", "H", "H", "H", "H", "H", "H", "C", "As", "C", "C", "H", "H", "H", "H", "H", "H", "H", "H", "H", "C", "P", "C", "C", "C", "C", "C", "C", "C", "H", "H", "H", "H", "H", "H", "H", "H", "H", "H", "H"], "xyz": [[0.01895, -0.23687, -0.23453], [3.08404, -2.75122, 0.61268], [3.87660, -2.05185, 1.56287], [3.08013, -1.56661, 2.76667], [1.96746, -0.68408, 2.43295], [0.96754, -0.63624, 3.49275], [-0.48799, -0.68237, 3.01164], [-1.35730, -1.03571, 3.79756], [-0.69102, -0.33617, 1.78917], [2.41944, 0.63645, 2.01797], [2.98441, 0.64753, 0.59346], [4.04669, 1.18742, 0.34406], [2.20552, 0.07713, -0.28053], [2.48329, -2.10696, 0.21593], [4.42104, -1.23307, 1.08452], [4.61919, -2.76287, 1.93147], [3.78216, -1.07493, 3.46293], [2.67362, -2.44152, 3.27433], [1.08158, 0.24680, 4.13578], [1.08625, -1.49543, 4.14829], [3.16459, 1.05913, 2.70458], [1.55303, 1.30798, 2.00604], [2.62380, -3.17387, -2.70927], [1.54015, -2.12742, -2.60676], [0.89762, -2.09730, -1.54505], [1.25451, -1.25681, -3.72600], [1.84774, -1.53211, -4.97820], [1.56388, -0.79918, -6.09954], [0.65473, 0.26751, -5.98639], [0.06967, 0.58012, -4.79033], [0.34920, -0.15383, -3.59874], [-0.20444, 0.20298, -2.50020], [2.82950, -3.55324, -1.71162], [3.53875, -2.75937, -3.13097], [2.29530, -3.99280, -3.35542], [2.54082, -2.36022, -5.05580], [2.02841, -1.03442, -7.04790], [0.41598, 0.86354, -6.86101], [-0.61283, 1.41755, -4.71069], [2.41089, 4.34533, 0.18988], [0.99675, 3.99129, -1.01195], [0.36893, 5.68774, -1.57427], [1.72706, 3.13870, -2.52417], [-0.60333, 2.60315, -0.01387], [-0.94936, 3.61220, 2.07282], [0.38006, 3.24928, 3.37332], [-1.01259, 5.50764, 2.02734], [-2.56665, 3.01077, 2.83973], [-2.59997, 3.19170, -1.06898], [-3.24143, 4.95266, -0.80163], [-4.03926, 2.08880, -0.50373], [-2.41676, 2.98152, -2.93798], [3.13902, 5.00717, -0.29371], [2.94095, 3.43334, 0.47909], [2.05342, 4.84480, 1.09540], [1.19500, 6.25534, -2.01917], [-0.02553, 6.26638, -0.73289], [-0.42320, 5.60226, -2.32660], [2.51608, 3.75162, -2.97434], [0.95609, 2.95819, -3.28096], [2.15938, 2.17140, -2.24847], [1.39886, 3.40692, 3.00718], [0.30248, 2.22336, 3.74899], [0.22365, 3.92101, 4.22550], [-0.04123, 5.91298, 1.72599], [-1.23409, 5.88886, 3.03143], [-1.76507, 5.89852, 1.33894], [-2.59536, 1.91668, 2.87710], [-3.43325, 3.35735, 2.26702], [-2.66833, 3.39171, 3.86241], [-3.59259, 5.09596, 0.22468], [-4.09503, 5.11602, -1.47122], [-2.48956, 5.71753, -1.01778], [-4.42639, 2.44663, 0.45492], [-3.73606, 1.05112, -0.34842], [-4.86616, 2.10835, -1.22312], [-1.74869, 3.74852, -3.34453], [-3.38405, 3.06780, -3.44638], [-1.97562, 2.00617, -3.15759], [-2.21713, -3.18661, -2.40692], [-2.60518, -1.51337, -1.47339], [-3.32067, -0.55933, -3.00965], [-4.29337, -1.98253, -0.60156], [-3.03639, -3.42265, -3.08577], [-2.09910, -3.99934, -1.69375], [-1.29132, -3.06924, -2.97011], [-4.15187, -1.12466, -3.43123], [-2.53070, -0.44636, -3.75102], [-3.66290, 0.42875, -2.70715], [-4.84015, -2.72168, -1.18749], [-4.89567, -1.07850, -0.51800], [-4.10820, -2.36590, 0.39925], [0.36271, -4.93623, -0.01501], [-0.01609, -3.59603, 1.17701], [-1.78819, -3.91670, 1.53933], [0.74161, -4.27036, 2.69944], [0.17906, -3.99933, 3.94781], [0.79680, -4.43567, 5.11286], [1.98420, -5.15092, 5.05282], [2.55104, -5.42946, 3.81587], [1.93806, -4.99093, 2.65095], [1.42935, -4.91882, -0.24297], [-0.16452, -4.72798, -0.94564], [0.08303, -5.92365, 0.35911], [-1.96641, -4.91002, 1.95516], [-2.35294, -3.81755, 0.61271], [-2.15326, -3.15361, 2.23020], [-0.72984, -3.41035, 4.02277], [0.34649, -4.20411, 6.07090], [2.46757, -5.48433, 5.96362], [3.48035, -5.98275, 3.75513], [2.41253, -5.18428, 1.69804]], "mulliken_charge": [-0.169, -0.397, -0.851, -0.204, 1.111, -1.084, 0.246, -0.774, -0.873, 0.803, -0.439, -0.756, -0.114, 0.009, 0.202, 0.597, 0.306, -0.068, 0.454, 0.453, 0.358, -1.055, -2.067, 1.067, 0.579, 0.152, -1.149, -1.099, -0.561, -0.377, -0.017, 1.111, 0.019, 0.486, 0.441, 0.383, 0.363, 0.472, 0.180, -0.990, 0.329, -1.172, -0.715, 0.933, 0.603, -0.926, -1.149, -1.154, 0.235, -1.158, -0.636, -0.453, 0.400, 0.231, 0.177, 0.402, 0.259, 0.245, 0.533, -0.013, -0.001, 0.274, 0.009, 0.529, 0.268, 0.381, 0.253, 0.242, 0.243, 0.413, 0.264, 0.387, 0.296, 0.470, -0.382, 0.390, 0.329, 0.555, -0.553, -1.086, 1.131, -0.865, -1.344, 0.549, 0.309, 0.105, 0.542, 0.067, 0.082, 0.430, 0.457, 0.339, -1.503, 1.882, -1.423, 0.546, -0.768, -0.523, -0.594, -0.602, -0.594, 0.254, 0.251, 0.497, 0.481, 0.334, 0.346, 0.243, 0.445, 0.359, 0.416, 0.158]}

{"formula": "C34H63N16O37P", "method": "the ωB97M-V functional and the def2-TZVPD basis", "largest_force_ev_per_a": 5.104, "total_energy_ev": -145113.120, "symbols": ["C", "C", "O", "C", "C", "C", "C", "C", "C", "C", "O", "N", "O", "C", "C", "C", "O", "C", "C", "C", "P", "O", "O", "C", "C", "C", "C", "O", "H", "H", "H", "H", "H", "H", "H", "H", "H", "H", "H", "H", "H", "H", "H", "H", "H", "H", "C", "N", "O", "O", "H", "H", "H", "C", "N", "O", "O", "H", "H", "H", "C", "N", "O", "O", "H", "H", "H", "C", "N", "O", "O", "H", "H", "H", "C", "N", "O", "O", "H", "H", "H", "C", "N", "O", "O", "H", "H", "H", "C", "N", "O", "O", "H", "H", "H", "C", "N", "O", "O", "H", "H", "H", "C", "N", "O", "O", "H", "H", "H", "C", "N", "O", "O", "H", "H", "H", "C", "N", "O", "O", "H", "H", "H", "C", "N", "O", "O", "H", "H", "H", "C", "N", "O", "O", "H", "H", "H", "C", "N", "O", "O", "H", "H", "H", "C", "N", "O", "O", "H", "H", "H"], "xyz": [[-1.67436, 6.75107, 0.48779], [-0.62604, 5.50646, 0.56659], [0.27312, 5.67666, -0.55954], [0.50836, 4.42136, -1.25303], [2.00137, 4.37893, -1.91038], [2.88094, 3.49724, -0.86198], [3.99434, 4.26814, -0.08212], [4.81332, 3.46579, 0.96228], [4.54325, 1.95407, 1.20541], [5.38626, 1.16880, 2.31597], [6.41651, 1.97521, 2.96312], [6.31840, 1.69593, 4.30743], [6.78502, 0.63253, 4.57096], [3.46469, 1.14489, 0.40330], [2.61657, 1.96314, -0.64989], [1.48135, 1.17982, -1.44280], [0.95221, 1.57943, -2.52532], [0.89708, -0.21157, -0.87003], [-0.48390, -0.71160, -1.36149], [-0.98232, -2.07554, -0.81442], [-2.67130, -2.83827, -1.30409], [-3.31085, -3.33585, 0.23761], [-3.59901, -1.49955, -1.85072], [-0.09487, -2.87688, 0.17767], [1.27011, -2.35018, 0.67739], [1.77579, -0.98843, 0.14243], [3.18574, -0.40149, 0.58602], [4.02954, -1.24360, 1.03490], [-2.15777, 6.91144, 1.51139], [-1.01461, 7.67151, 0.25302], [-2.47988, 6.56948, -0.29936], [-1.19769, 4.51850, 0.57434], [-0.06283, 5.57653, 1.57054], [-0.31313, 4.16018, -2.00604], [0.45769, 3.59838, -0.43836], [1.95994, 3.84916, -2.93043], [2.44459, 5.42567, -2.05244], [4.16684, 5.37089, -0.29550], [5.62088, 4.03257, 1.53530], [4.61909, 0.83865, 3.11929], [5.83690, 0.20435, 1.89505], [-1.08481, -0.09346, -2.10132], [-4.22761, -2.98428, 0.31004], [-3.35205, -1.31041, -2.79172], [-0.48483, -3.88144, 0.54748], [1.88537, -2.98303, 1.39855], [-3.62788, -4.56089, 3.21466], [-3.77988, -4.20983, 4.64973], [-3.02972, -4.75682, 5.44048], [-4.64659, -3.39588, 4.93137], [-2.82546, -5.28959, 3.11416], [-4.57458, -4.98089, 2.87664], [-3.38626, -3.64522, 2.67649], [-2.93391, 2.47207, 2.91180], [-2.08314, 3.68522, 3.02792], [-2.65005, 4.75702, 3.17029], [-0.87634, 3.51854, 2.97179], [-3.97908, 2.76890, 2.97815], [-2.72313, 2.01424, 1.94571], [-2.66910, 1.80558, 3.73187], [5.49176, -4.53451, 2.70573], [4.12654, -5.05879, 2.44729], [4.00402, -6.26375, 2.30215], [3.22184, -4.23861, 2.39954], [6.19124, -5.36807, 2.72204], [5.73596, -3.84164, 1.90025], [5.47155, -4.02914, 3.67084], [-4.55162, -6.53779, -4.14743], [-4.36110, -5.13654, -3.68908], [-5.36562, -4.47939, -3.45543], [-3.21175, -4.74329, -3.57880], [-5.61780, -6.74880, -4.19897], [-4.09297, -6.62661, -5.13170], [-4.06465, -7.18902, -3.42398], [-2.19796, -2.64821, 7.59729], [-1.53006, -1.32877, 7.75273], [-2.24525, -0.34663, 7.86727], [-0.30735, -1.32467, 7.75376], [-3.27612, -2.50029, 7.61331], [-1.88130, -3.06599, 6.64371], [-1.88295, -3.27710, 8.42884], [0.12413, -5.78437, 9.54985], [-1.24825, -6.30750, 9.32818], [-1.37427, -7.51339, 9.19182], [-2.15274, -5.48795, 9.29879], [0.82183, -6.62030, 9.55261], [0.34995, -5.09437, 8.73324], [0.12957, -5.27433, 10.51290], [1.64290, 6.67666, -5.84971], [2.74907, 6.43526, -4.88656], [2.97787, 5.27949, -4.56997], [3.35271, 7.41603, -4.47858], [1.20051, 5.72133, -6.12335], [0.91003, 7.31334, -5.35491], [2.06879, 7.16782, -6.72259], [-1.14875, 7.99467, -9.40384], [-0.26994, 7.17209, -8.53180], [-0.80899, 6.48512, -7.67919], [0.93357, 7.24448, -8.73331], [-2.18561, 7.83167, -9.11275], [-0.86802, 9.03783, -9.26246], [-0.98183, 7.67568, -10.43227], [-4.91603, -11.34332, -4.30690], [-4.72423, -9.94249, -3.84907], [-5.72731, -9.28581, -3.61722], [-3.57345, -9.55112, -3.73858], [-5.98311, -11.55229, -4.35885], [-4.45679, -11.43304, -5.29064], [-4.42969, -11.99508, -3.58204], [5.86884, 4.39282, -3.60317], [6.72877, 3.56470, -2.72546], [6.16849, 2.88157, -1.88277], [7.93393, 3.62759, -2.91124], [4.82996, 4.23614, -3.32011], [6.15408, 5.43474, -3.45969], [6.04184, 4.07286, -4.63007], [1.52117, -3.32932, 5.23391], [0.46274, -4.08795, 5.95074], [-0.47214, -4.50994, 5.29006], [0.60804, -4.23392, 7.15650], [1.26262, -3.27870, 4.17771], [1.56191, -2.33135, 5.67022], [2.46062, -3.86184, 5.37577], [4.57240, -5.45851, 7.03487], [5.16148, -4.35454, 6.23239], [4.81649, -3.21744, 6.50434], [5.95191, -4.67054, 5.35420], [3.89337, -5.03275, 7.77175], [4.03616, -6.11376, 6.34869], [5.39263, -5.98321, 7.52337], [5.11621, 9.51371, -2.59352], [6.21950, 9.26247, -1.62978], [6.44073, 8.10184, -1.32042], [6.82440, 10.23813, -1.21766], [4.67032, 8.56106, -2.87297], [4.38511, 10.15092, -2.09723], [5.54624, 10.00814, -3.46376], [-6.15989, 8.37214, -8.31926], [-4.69008, 8.40938, -8.53591], [-4.19821, 9.47582, -8.86828], [-4.08036, 7.36508, -8.36453], [-6.56721, 9.36405, -8.50632], [-6.57625, 7.64603, -9.01651], [-6.33196, 8.07262, -7.28611], [-9.11105, -7.50395, -2.69048], [-9.37700, -8.51979, -3.74250], [-8.60622, -8.56322, -4.68714], [-10.35043, -9.23741, -3.58193], [-8.21997, -6.94112, -2.96317], [-9.98020, -6.84928, -2.63893], [-8.95957, -8.03541, -1.75175]], "mulliken_charge": [-1.006, -0.096, -0.309, -0.364, -0.561, 0.326, -0.743, -0.737, 0.483, -0.702, -0.125, 0.100, -0.221, -0.015, 0.357, 0.423, -0.621, 0.510, -0.735, 0.525, 0.316, -0.351, -0.554, -0.888, -0.577, 0.258, 0.619, -0.542, 0.299, 0.265, 0.250, 0.134, 0.266, 0.237, 0.187, 0.310, 0.170, 0.413, 0.329, 0.405, 0.252, 0.239, 0.264, 0.337, 0.337, 0.543, -0.719, 0.897, -0.465, -0.551, 0.275, 0.320, 0.281, -0.800, 0.907, -0.522, -0.485, 0.310, 0.295, 0.304, -0.668, 0.880, -0.557, -0.551, 0.267, 0.262, 0.294, -0.707, 0.887, -0.553, -0.482, 0.198, 0.303, 0.351, -0.238, 0.973, -0.580, -0.562, 0.336, -0.175, 0.245, -0.426, 0.965, -0.558, -0.556, 0.321, 0.105, 0.307, -1.013, 0.931, -0.464, -0.587, 0.349, 0.359, 0.409, -0.411, 0.908, -0.508, -0.557, 0.016, 0.292, 0.290, -0.750, 0.829, -0.458, -0.503, 0.317, 0.287, 0.287, -0.360, 0.930, -0.456, -0.594, -0.066, 0.254, 0.323, -0.390, 0.953, -0.554, -0.639, 0.188, 0.327, -0.066, -0.821, 0.967, -0.492, -0.604, 0.320, 0.309, 0.309, -0.474, 0.904, -0.509, -0.560, 0.099, 0.293, 0.281, -0.712, 0.867, -0.514, -0.546, 0.312, 0.277, 0.288, -0.592, 0.887, -0.503, -0.541, 0.183, 0.300, 0.272]}